w.
Here is the molecule C4H6S2 from OMol25. Energies are from ωB97M-V/def2-TZVPD.

Element x y z (Å)
C1 -2.034 -0.042 0.033
C2 -0.633 0.578 0.002
C3 0.475 -0.183 -0.025
C4 1.789 0.402 -0.047
H1 -1.965 -1.128 -0.091
H2 -2.628 0.378 -0.779
H3 -2.586 0.159 0.966
H4 -0.555 1.658 -0.120
H5 0.422 -1.272 0.031
H6 2.476 -1.877 -0.013
S1 3.153 -0.693 0.020
S2 2.085 2.020 0.023

- charge = 0
- orbital gap (eV) = 7.98
- HOMO (eV) = -8.647



x.
Here is the molecule C4H6S2 from OMol25. Energies are from ωB97M-V/def2-TZVPD.

Element x y z (Å)
C1 -0.770 0.971 1.248
C2 0.696 -1.062 0.331
C3 0.444 -0.779 -1.174
C4 -0.170 0.413 -1.598
H1 -0.796 2.160 1.780
H2 -1.696 0.399 1.842
H3 1.684 -1.712 0.484
H4 -0.122 -1.713 0.534
H5 1.027 -1.308 -1.987
H6 -0.075 1.023 -2.547
S1 0.874 0.143 1.592
S2 -1.097 1.466 -0.505

- charge = 0
- orbital gap (eV) = 9.01
- HOMO (eV) = -8.252



The data favor w; the next most stable structure lies 38.8 kcal/mol above it.



w.
Here is a cluster of 2 separate species, C3H7NO in total from OMol25. Energies are from ωB97M-V/def2-TZVPD.

Element x y z (Å)
C1 2.756 0.707 0.880
N1 3.162 -0.406 1.304
H1 2.929 1.635 1.423
H2 2.069 0.833 0.034
H3 2.942 -1.142 0.634
O1 -0.861 1.187 -0.289
C2 -1.651 0.317 -0.015
C3 -2.280 -0.595 -1.051
H4 -1.699 -0.078 1.022
H5 -2.984 -0.081 -1.710
H6 -1.562 -1.022 -1.749
H7 -2.821 -1.355 -0.483

- charge = 0
- orbital gap (eV) = 10.76
- HOMO (eV) = -9.965



x.
Here is a structure of composition C3H7NO from OMol25. Energies are from ωB97M-V/def2-TZVPD.

Element x y z (Å)
C1 1.395 -0.683 0.014
N1 0.862 0.216 -0.881
C2 -0.500 0.388 1.007
C3 -0.594 0.234 -1.022
O1 2.239 -0.443 0.834
H1 0.967 -1.710 -0.142
H2 -1.577 0.346 1.038
H3 -0.005 -0.211 1.767
H4 -0.145 1.403 1.075
H5 -0.758 -0.816 -0.689
H6 -0.954 1.225 -0.922
H7 -0.930 0.052 -2.079

- charge = 0
- orbital gap (eV) = 6.97
- HOMO (eV) = -8.644



y.
Here is a cluster of 3 separate species, C3H7NO in total from OMol25. Energies are from ωB97M-V/def2-TZVPD.

Element x y z (Å)
O1 1.894 -0.195 0.136
C1 1.220 -0.206 -0.861
C2 -0.225 0.085 -0.905
C3 -1.168 -0.381 0.121
N1 -0.669 0.988 0.157
H1 1.178 0.246 2.022
H2 1.175 -0.712 2.666
H3 1.725 -0.196 -1.837
H4 -0.698 0.199 -1.864
H5 -0.706 -0.977 0.880
H6 -2.210 -0.595 -0.134
H7 -1.434 1.538 -0.216

- charge = 0
- orbital gap (eV) = 10.49
- HOMO (eV) = -9.729



The data favor w; the next most stable structure lies 62.0 kcal/mol above it.



w.
Here is the molecule C3H7NO from OMol25. Energies are from ωB97M-V/def2-TZVPD.

Element x y z (Å)
C1 1.215 -0.920 -1.085
N1 0.342 -0.703 0.050
C2 -0.241 0.512 0.259
O1 -0.072 1.453 -0.498
C3 -1.110 0.644 1.496
H1 0.920 -0.215 -1.864
H2 1.114 -1.947 -1.445
H3 2.268 -0.738 -0.839
H4 0.168 -1.460 0.690
H5 -2.042 1.130 1.199
H6 -0.610 1.308 2.208
H7 -1.337 -0.301 1.998

- charge = 0
- orbital gap (eV) = 10.57
- HOMO (eV) = -9.652



x.
Here is a cluster of 2 separate species, C3H7NO in total from OMol25. Energies are from ωB97M-V/def2-TZVPD.

Element x y z (Å)
C1 1.058 0.873 0.025
N1 0.916 -0.804 -0.450
C2 -2.081 -0.327 -0.383
C3 1.798 -0.429 0.566
O1 0.530 1.697 0.738
H1 1.411 1.350 -0.994
H2 -2.098 0.459 0.398
H3 -1.530 0.113 -1.215
H4 -1.312 -1.055 -0.090
H5 1.503 -0.771 1.560
H6 -3.075 -0.701 -0.585
H7 2.879 -0.405 0.430

- charge = 0
- orbital gap (eV) = 6.80
- HOMO (eV) = -9.067



y.
Here is the molecule C3H7NO from OMol25. Energies are from ωB97M-V/def2-TZVPD.

Element x y z (Å)
C1 -0.460 0.240 -0.563
C2 0.449 -0.346 0.563
C3 0.432 0.563 1.747
O1 1.436 0.946 2.285
N1 -0.496 -0.587 -1.735
H1 -1.404 0.625 -0.193
H2 0.045 1.176 -0.872
H3 0.063 -1.370 0.630
H4 1.472 -0.366 0.187
H5 -0.521 1.009 2.087
H6 0.362 -0.944 -2.094
H7 -1.379 -0.944 -2.044

- charge = 0
- orbital gap (eV) = 10.01
- HOMO (eV) = -8.938



z.
Here is the molecule C3H7NO from OMol25. Energies are from ωB97M-V/def2-TZVPD.

Element x y z (Å)
C1 1.654 0.380 -1.195
O1 0.318 0.851 -1.434
C2 -0.563 0.412 -0.522
N1 -0.201 -0.348 0.411
C3 -1.177 -0.742 1.383
H1 2.017 0.687 -0.207
H2 1.700 -0.715 -1.234
H3 2.269 0.819 -1.979
H4 -1.598 0.770 -0.635
H5 -2.198 -0.355 1.221
H6 -1.200 -1.834 1.370
H7 -0.842 -0.382 2.361

- charge = 0
- orbital gap (eV) = 10.84
- HOMO (eV) = -9.706



The data favor w; the next most stable structure lies 29.7 kcal/mol above it.



w.
Here is the molecule C3H7NO from OMol25. Energies are from ωB97M-V/def2-TZVPD.

Element x y z (Å)
C1 0.837 -1.149 0.090
N1 0.019 0.074 0.050
C2 -0.500 0.774 -1.129
C3 -0.394 0.466 1.287
O1 -0.077 -0.096 2.318
H1 1.531 -1.219 -0.750
H2 0.209 -2.050 0.146
H3 1.418 -1.149 1.022
H4 -1.139 0.159 -1.778
H5 -1.132 1.603 -0.782
H6 0.279 1.231 -1.753
H7 -1.051 1.354 1.278

- charge = 0
- orbital gap (eV) = 10.26
- HOMO (eV) = -9.412



x.
Here is a cluster of 2 separate species, C3H7NO in total from OMol25. Energies are from ωB97M-V/def2-TZVPD.

Element x y z (Å)
C1 -1.681 0.828 0.140
C2 -0.099 -1.069 0.198
C3 0.720 0.015 -0.198
O1 0.363 1.230 -0.012
N1 1.915 -0.188 -0.849
H1 -2.246 0.119 0.740
H2 -1.652 1.835 0.547
H3 -1.844 0.747 -0.930
H4 0.082 -2.070 -0.207
H5 -0.425 -1.049 1.236
H6 2.456 -1.016 -0.634
H7 2.446 0.643 -1.085

- charge = 0
- orbital gap (alpha / beta) (eV) = 7.33 / 7.33
- HOMO (alpha / beta) (eV) = -7.537 / -7.538



The data favor w; the next most stable structure lies 84.4 kcal/mol above it.



w.
Here is the molecule C3H7NO from OMol25. Energies are from ωB97M-V/def2-TZVPD.

Element x y z (Å)
C1 -1.582 -0.463 0.054
C2 -0.466 0.578 -0.049
C3 2.056 0.264 0.055
H1 -1.692 -0.932 1.082
H2 -2.585 -0.101 -0.277
H3 -1.378 -1.249 -0.716
H4 -0.516 1.321 0.746
H5 -0.494 1.147 -0.946
H6 0.699 -1.241 -0.214
H7 2.178 1.352 0.158
N1 0.764 -0.223 0.131
O1 3.015 -0.452 -0.023

- charge = 0
- orbital gap (eV) = 10.69
- HOMO (eV) = -9.740



x.
Here is a structure of composition C3H7NO from OMol25. Energies are from ωB97M-V/def2-TZVPD.

Element x y z (Å)
C1 0.516 -1.570 0.069
C2 0.328 -0.156 0.632
C3 -0.433 0.765 -0.177
O1 -1.705 0.529 -0.043
N1 -0.009 1.805 -0.908
H1 0.780 -2.265 0.878
H2 -0.404 -1.947 -0.397
H3 1.318 -1.637 -0.688
H4 1.262 0.246 1.046
H5 -1.240 -0.134 0.866
H6 0.971 1.912 -1.127
H7 -0.657 2.501 -1.252

- charge = 0
- orbital gap (eV) = 8.51
- HOMO (eV) = -7.763



y.
Here is a cluster of 2 separate species, C3H7NO in total from OMol25. Energies are from ωB97M-V/def2-TZVPD.

Element x y z (Å)
N1 0.580 0.711 -2.512
C1 -0.235 0.799 -1.693
C2 -0.770 0.757 0.737
C3 -1.343 0.940 -0.699
H1 0.016 1.525 0.837
H2 -0.332 -0.227 0.975
H3 -1.567 0.974 1.468
H4 -1.886 1.905 -0.692
H5 -2.072 0.146 -0.953
O1 2.420 -2.759 1.135
H6 1.943 -2.542 0.302
H7 3.247 -2.229 1.094

- charge = 0
- orbital gap (eV) = 12.22
- HOMO (eV) = -11.583



z.
Here is the molecule C3H7NO from OMol25. Energies are from ωB97M-V/def2-TZVPD.

Element x y z (Å)
C1 1.308 -0.532 0.436
C2 -0.097 -0.685 -0.073
C3 -1.247 0.346 -0.264
N1 -0.702 1.556 -0.396
O1 -2.420 -0.012 -0.275
H1 1.360 -0.152 1.451
H2 2.072 0.042 -0.098
H3 1.862 -1.463 0.570
H4 -0.134 -1.208 -1.028
H5 -0.575 -1.588 0.460
H6 0.084 1.617 0.180
H7 -1.512 2.077 -0.964

- charge = 0
- orbital gap (eV) = 10.66
- HOMO (eV) = -9.824



The data favor w; the next most stable structure lies 7.3 kcal/mol above it.



w.
Here is a cluster of 2 separate species, C5H14N5P in total from OMol25. Energies are from ωB97M-V/def2-TZVPD.

Element x y z (Å)
C1 -0.557 1.736 -0.347
C2 2.932 -4.092 0.589
C3 0.584 3.757 -1.134
C4 -1.664 3.122 -1.738
C5 -2.261 -1.663 0.663
N1 -0.732 0.876 0.404
N2 0.531 -1.234 1.310
N3 3.970 -4.294 1.049
N4 -0.386 2.719 -1.084
N5 1.718 -3.832 0.316
P1 -0.874 -0.604 1.229
H1 1.586 3.449 -1.031
H2 0.516 4.404 -1.982
H3 0.478 4.489 -0.278
H4 -2.348 2.194 -1.834
H5 -1.948 3.961 -1.172
H6 -1.312 3.507 -2.757
H7 -2.537 -2.302 1.631
H8 -3.130 -1.063 0.487
H9 -2.101 -2.324 -0.180
H10 1.173 -1.062 2.024
H11 5.047 -4.397 1.128
H12 1.279 -4.325 -0.416
H13 1.307 -2.828 0.661
H14 -1.270 -0.192 2.463

- charge = +2
- orbital gap (eV) = 10.08
- HOMO (eV) = -16.632



x.
Here is the ion C5H14N5P with charge +2 from OMol25. Energies are from ωB97M-V/def2-TZVPD.

Element x y z (Å)
C1 0.653 -0.095 -0.130
C2 -1.215 1.703 -0.050
C3 2.372 -1.626 -0.110
C4 3.011 0.689 0.139
C5 -2.717 -2.083 0.644
N1 -0.168 -1.127 -0.325
N2 -2.192 0.812 -0.275
N3 0.132 1.304 -0.075
N4 1.925 -0.278 0.023
N5 -1.329 3.005 -0.193
P1 -1.712 -1.087 -0.467
H1 1.550 -2.210 0.373
H2 2.410 -1.949 -1.161
H3 3.441 -1.771 0.197
H4 3.268 1.014 -0.849
H5 2.873 1.617 0.843
H6 3.852 0.222 0.625
H7 -2.910 -3.107 0.372
H8 -2.358 -2.066 1.699
H9 -3.574 -1.525 0.761
H10 -3.129 0.999 0.095
H11 0.797 2.008 0.104
H12 -2.207 3.318 -0.472
H13 -0.566 3.531 0.056
H14 -2.209 -1.295 -1.824

- charge = +2
- orbital gap (eV) = 10.11
- HOMO (eV) = -17.482



The data favor x; the next most stable structure lies 53.0 kcal/mol above it.



w.
Here is a cluster of 2 separate species, C3H7O3 in total from OMol25. Energies are from ωB97M-V/def2-TZVPD.

Element x y z (Å)
O1 -1.638 -2.472 1.694
C1 -0.880 -1.437 1.657
O2 -0.212 -0.931 0.735
H1 -0.653 -1.035 2.654
H2 0.267 -0.162 -0.597
C2 0.252 1.569 -1.198
O3 0.530 0.234 -1.424
C3 1.607 2.410 -1.150
H3 -0.370 1.664 -0.181
H4 -0.374 1.867 -2.083
H5 1.456 3.239 -1.775
H6 2.358 1.684 -1.756
H7 2.001 2.843 -0.159

- charge = -1
- orbital gap (eV) = 8.28
- HOMO (eV) = -4.332



x.
Here is a cluster of 2 separate species, C3H7O3 in total from OMol25. Energies are from ωB97M-V/def2-TZVPD.

Element x y z (Å)
C1 -0.002 1.830 0.217
C2 1.363 1.209 -0.042
O1 1.552 0.004 0.348
O2 2.198 1.926 -0.627
H1 -0.797 1.276 -0.291
H2 0.034 2.879 -0.053
H3 -0.367 1.720 1.246
C3 -0.946 -1.970 0.031
O3 -0.070 -1.665 -1.027
H4 0.664 -1.120 -0.647
H5 -1.956 -1.590 -0.200
H6 -1.037 -3.056 0.109
H7 -0.637 -1.443 0.935

- charge = -1
- orbital gap (eV) = 8.41
- HOMO (eV) = -4.332



y.
Here is a cluster of 2 separate species, C3H7O3 in total from OMol25. Energies are from ωB97M-V/def2-TZVPD.

Element x y z (Å)
C1 0.654 1.989 -1.548
O1 0.338 2.655 -0.303
H1 -0.323 2.081 0.096
H2 -0.084 1.219 -1.738
H3 1.609 1.497 -1.688
H4 0.656 2.850 -2.227
C2 -1.587 -1.337 0.332
C3 -0.062 -1.325 0.583
O2 0.518 -0.258 0.255
O3 0.436 -2.333 1.139
H5 -2.248 -1.318 1.212
H6 -1.880 -1.731 -0.657
H7 -1.858 -0.310 0.022

- charge = -1
- orbital gap (eV) = 8.04
- HOMO (eV) = -4.023



The data favor x; the next most stable structure lies 21.1 kcal/mol above it.



w.
Here is a cluster of 2 separate species, C3H7O3 in total from OMol25. Energies are from ωB97M-V/def2-TZVPD.

Element x y z (Å)
C1 -0.950 -1.191 -2.323
C2 -0.835 -0.219 -1.009
O1 -0.749 -0.736 0.070
O2 -1.066 0.999 -1.368
H1 0.046 -1.590 -2.345
H2 -0.947 -0.703 -3.333
H3 -1.600 -1.918 -2.137
C3 1.010 0.315 1.781
O3 2.143 0.802 2.593
H4 2.567 1.156 1.855
H5 0.458 1.180 2.176
H6 0.971 0.606 0.638
H7 0.527 -0.687 2.096

- charge = -1
- orbital gap (eV) = 7.52
- HOMO (eV) = -3.726



x.
Here is a cluster of 2 separate species, C3H7O3 in total from OMol25. Energies are from ωB97M-V/def2-TZVPD.

Element x y z (Å)
C1 0.075 2.209 -0.207
C2 0.569 1.208 -1.239
O1 -0.219 0.257 -1.524
O2 1.724 1.378 -1.671
H1 -0.993 2.186 0.045
H2 0.223 3.263 -0.461
H3 0.617 1.950 0.701
C3 -0.484 -2.334 0.902
O3 0.438 -1.317 0.582
H4 0.083 -0.854 -0.218
H5 -1.224 -1.987 1.632
H6 0.081 -3.122 1.435
H7 -0.892 -2.837 0.022

- charge = -1
- orbital gap (eV) = 8.23
- HOMO (eV) = -4.209



y.
Here is a cluster of 2 separate species, C3H7O3 in total from OMol25. Energies are from ωB97M-V/def2-TZVPD.

Element x y z (Å)
O1 2.357 2.212 1.226
C1 1.070 2.147 1.004
O2 0.439 1.385 0.181
H1 0.398 2.586 1.775
H2 -0.010 0.136 -0.108
C2 -1.342 -1.846 -0.267
O3 -0.383 -0.833 -0.273
C3 -1.608 -2.422 -1.641
H3 -2.280 -1.541 0.166
H4 -1.175 -2.695 0.392
H5 -2.576 -2.914 -1.556
H6 -0.749 -3.233 -1.727
H7 -1.628 -1.724 -2.589

- charge = -1
- orbital gap (eV) = 8.72
- HOMO (eV) = -4.806



The data favor x; the next most stable structure lies 36.1 kcal/mol above it.



w.
Here is the molecule CH3NOS2 from OMol25. Energies are from ωB97M-V/def2-TZVPD.

Element x y z (Å)
C1 -0.566 0.355 -0.645
N1 -0.435 0.144 0.583
O1 -0.017 -0.823 2.861
S1 0.301 -0.351 -1.990
S2 0.489 -0.987 1.526
H1 -1.199 1.207 -0.980
H2 -0.259 0.538 -2.848
H3 1.686 -0.084 1.493

- charge = 0
- orbital gap (eV) = 9.66
- HOMO (eV) = -9.371



x.
Here is the molecule CH3NOS2 from OMol25. Energies are from ωB97M-V/def2-TZVPD.

Element x y z (Å)
C1 0.056 -0.116 -0.491
N1 2.673 -0.446 -0.651
O1 1.290 -1.423 1.804
S1 1.495 -1.208 -0.279
S2 2.323 -2.003 2.741
H1 0.358 0.749 -1.241
H2 0.218 0.367 0.497
H3 -0.943 -0.517 -0.734

- charge = 0
- orbital gap (alpha / beta) (eV) = 6.87 / 5.75
- HOMO (alpha / beta) (eV) = -8.727 / -8.143



The data favor w; the next most stable structure lies 72.0 kcal/mol above it.



w.
Here is a cluster of 2 separate species, CH3NOS2 in total from OMol25. Energies are from ωB97M-V/def2-TZVPD.

Element x y z (Å)
C1 0.019 -1.930 1.149
N1 -0.083 1.962 -1.183
O1 -0.594 -2.960 1.185
S1 0.402 -0.994 -0.218
S2 0.206 1.984 0.357
H1 0.354 -1.434 2.127
H2 -0.992 1.795 -1.640
H3 0.687 1.577 -1.778

- charge = 0
- orbital gap (alpha / beta) (eV) = 8.06 / 6.47
- HOMO (alpha / beta) (eV) = -9.646 / -9.051



x.
Here is the molecule CH3NOS2 from OMol25. Energies are from ωB97M-V/def2-TZVPD.

Element x y z (Å)
C1 0.506 -0.198 0.263
N1 -0.862 0.340 0.092
O1 -3.111 1.127 -0.108
S1 2.015 0.840 -0.061
S2 -2.524 -0.168 0.019
H1 0.559 -0.605 1.317
H2 0.682 -0.967 -0.383
H3 -0.790 1.426 -0.019

- charge = 0
- orbital gap (alpha / beta) (eV) = 9.23 / 5.47
- HOMO (alpha / beta) (eV) = -9.761 / -7.931



The data favor w; the next most stable structure lies 20.0 kcal/mol above it.